{"formula": "C68H172O20", "method": "wB97M-V/def2-TZVPD", "species": ["C", "C", "O", "C", "C", "H", "H", "H", "H", "H", "H", "H", "H", "H", "H", "C", "C", "O", "C", "C", "H", "H", "H", "H", "H", "H", "H", "H", "H", "H", "C", "C", "O", "C", "C", "H", "H", "H", "H", "H", "H", "H", "H", "H", "H", "C", "C", "O", "C", "C", "H", "H", "H", "H", "H", "H", "H", "H", "H", "H", "C", "C", "O", "C", "C", "H", "H", "H", "H", "H", "H", "H", "H", "H", "H", "C", "C", "O", "C", "C", "H", "H", "H", "H", "H", "H", "H", "H", "H", "H", "C", "C", "O", "C", "C", "H", "H", "H", "H", "H", "H", "H", "H", "H", "H", "C", "C", "O", "C", "C", "H", "H", "H", "H", "H", "H", "H", "H", "H", "H", "C", "C", "O", "C", "C", "H", "H", "H", "H", "H", "H", "H", "H", "H", "H", "C", "C", "O", "C", "C", "H", "H", "H", "H", "H", "H", "H", "H", "H", "H", "C", "C", "O", "C", "C", "H", "H", "H", "H", "H", "H", "H", "H", "H", "H", "C", "C", "O", "C", "C", "H", "H", "H", "H", "H", "H", "H", "H", "H", "H", "C", "C", "O", "C", "C", "H", "H", "H", "H", "H", "H", "H", "H", "H", "H", "C", "C", "O", "C", "C", "H", "H", "H", "H", "H", "H", "H", "H", "H", "H", "C", "C", "O", "C", "C", "H", "H", "H", "H", "H", "H", "H", "H", "H", "H", "C", "C", "O", "C", "C", "H", "H", "H", "H", "H", "H", "H", "H", "H", "H", "C", "C", "O", "O", "H", "H", "H", "H", "H", "H", "C", "C", "O", "O", "H", "H", "H", "H", "H", "H"], "xyz": [[-5.1807, 2.7407, -1.7259], [-4.1316, 3.8054, -1.8098], [-2.9236, 3.2764, -2.2916], [-1.9292, 4.3201, -2.5038], [-0.7622, 3.8611, -3.3403], [-4.7926, 2.0028, -1.0238], [-6.0223, 3.2829, -1.2948], [-5.5384, 2.1660, -2.5803], [-4.4675, 4.4972, -2.5823], [-3.9901, 4.1943, -0.8014], [-2.3391, 5.1917, -3.0140], [-1.5300, 4.6202, -1.5350], [-0.1043, 3.1967, -2.7800], [-0.1809, 4.7100, -3.7002], [-1.2453, 3.4033, -4.2035], [-2.8064, 1.6751, -6.1610], [-1.3897, 1.2912, -6.5300], [-1.1668, 1.6423, -7.8686], [0.1635, 1.3741, -8.3126], [0.2801, 1.7020, -9.8381], [-3.5657, 1.1862, -6.7714], [-3.0865, 1.4304, -5.1365], [-3.0003, 2.7350, -6.3257], [-0.6440, 1.7505, -5.8810], [-1.2985, 0.2064, -6.4739], [0.9323, 1.9463, -7.7933], [0.3918, 0.3174, -8.1734], [-0.5620, 1.2278, -10.3423], [1.2419, 1.2946, -10.1495], [0.2923, 2.7525, -10.1284], [2.1202, 2.2591, 3.8028], [1.4860, 3.5889, 3.5141], [0.2204, 3.4115, 2.8902], [-0.3447, 4.5834, 2.2686], [-1.8300, 4.3839, 1.8356], [3.0319, 2.3708, 4.3897], [1.4482, 1.5759, 4.3223], [2.3980, 1.7484, 2.8808], [1.3070, 4.1269, 4.4450], [2.1929, 4.1451, 2.8984], [-0.2522, 5.4119, 2.9709], [0.1931, 4.7748, 1.3400], [-2.4181, 4.1778, 2.7299], [-1.9000, 3.5033, 1.1972], [-2.2287, 5.2152, 1.2542], [5.1139, 4.4634, -1.6931], [6.0715, 3.4763, -2.3691], [5.4554, 2.2316, -2.4383], [6.1899, 1.3333, -3.1746], [5.7198, -0.1172, -3.0002], [4.0826, 4.4690, -2.0460], [5.1375, 4.2195, -0.6310], [5.4992, 5.4803, -1.7686], [6.2791, 3.8908, -3.3556], [7.0751, 3.4600, -1.9440], [6.0351, 1.5031, -4.2401], [7.2715, 1.3076, -3.0419], [6.1389, -0.7949, -3.7440], [4.6526, -0.2446, -3.1819], [6.0639, -0.3872, -2.0018], [3.7524, -1.4521, 2.5536], [3.3238, -1.7510, 1.0690], [4.0295, -2.9001, 0.6259], [4.0299, -3.1892, -0.7652], [4.8391, -4.4872, -1.0231], [4.8025, -1.1677, 2.6211], [3.1620, -0.6682, 3.0280], [3.6398, -2.3010, 3.2280], [2.2575, -1.9653, 0.9964], [3.5202, -0.9019, 0.4144], [3.0360, -3.1650, -1.2119], [4.6326, -2.3712, -1.1598], [4.2991, -5.3269, -0.5856], [5.8377, -4.4155, -0.5921], [5.0064, -4.5615, -2.0976], [-1.8879, -5.7103, 2.7632], [-0.5635, -6.4430, 2.6515], [0.5661, -5.6008, 2.6764], [1.7897, -6.3459, 2.8040], [2.9357, -5.3754, 2.9228], [-1.8971, -4.9539, 1.9785], [-2.7115, -6.4049, 2.5979], [-1.9721, -5.2667, 3.7553], [-0.5434, -7.1142, 3.5101], [-0.5644, -7.1360, 1.8102], [1.8548, -6.9565, 3.7045], [1.8534, -6.9528, 1.9009], [3.8419, -5.9810, 2.9374], [2.9682, -4.6378, 3.7247], [3.0607, -4.7399, 2.0461], [1.4956, -1.4886, -4.9337], [2.5937, -2.4125, -4.4408], [3.5937, -2.4522, -5.3357], [4.2426, -3.7046, -5.4212], [5.4995, -3.5670, -6.2173], [2.0052, -0.6207, -5.3523], [0.9973, -1.8471, -5.8343], [0.7602, -1.2825, -4.1559], [2.9353, -2.1575, -3.4376], [2.1270, -3.3611, -4.1753], [4.4314, -4.0680, -4.4110], [3.6038, -4.4669, -5.8671], [6.2020, -4.3764, -6.0188], [6.0405, -2.6727, -5.9079], [5.2359, -3.4199, -7.2647], [-4.3371, 3.7748, 6.4248], [-3.0058, 3.2187, 5.9654], [-2.4887, 2.2771, 6.9065], [-1.3896, 1.4607, 6.4216], [-0.7852, 0.6584, 7.5882], [-4.3495, 4.3342, 7.3602], [-4.7105, 4.4807, 5.6830], [-5.0176, 2.9312, 6.5403], [-3.2052, 2.7165, 5.0188], [-2.2760, 3.9770, 5.6817], [-1.6076, 0.7989, 5.5834], [-0.6559, 2.1743, 6.0465], [0.1230, 0.1782, 7.2239], [-1.4674, -0.1140, 7.9435], [-0.5167, 1.2617, 8.4554], [-5.7340, 3.5718, 2.4956], [-5.1918, 2.1184, 2.2996], [-5.3076, 1.3055, 3.4390], [-4.4069, 0.1617, 3.3654], [-4.5560, -0.6143, 4.6558], [-6.8148, 3.6182, 2.6289], [-5.2406, 4.0106, 3.3628], [-5.4701, 4.1131, 1.5871], [-5.8840, 1.7312, 1.5518], [-4.1470, 2.0846, 1.9909], [-4.6686, -0.4804, 2.5244], [-3.3721, 0.4510, 3.1825], [-4.3664, 0.1007, 5.4564], [-3.7691, -1.3654, 4.7256], [-5.5428, -1.0724, 4.7231], [-2.1896, 7.9400, -0.9672], [-1.0853, 8.2211, -1.9494], [0.0300, 7.3037, -1.7611], [1.0739, 7.4679, -2.7300], [2.1844, 6.5704, -2.1463], [-2.6695, 6.9748, -1.1289], [-1.8429, 7.8707, 0.0638], [-2.9212, 8.7360, -1.1062], [-1.4206, 8.3134, -2.9824], [-0.7163, 9.2118, -1.6840], [0.7801, 7.3505, -3.7730], [1.5336, 8.4557, -2.6978], [1.8463, 5.5460, -1.9901], [2.4944, 6.8857, -1.1500], [3.0898, 6.6223, -2.7510], [-5.2329, -4.8916, 4.6646], [-5.9594, -4.9700, 5.9636], [-5.7363, -3.8153, 6.6816], [-6.3347, -3.7898, 7.9708], [-7.8342, -3.3839, 7.8981], [-5.7671, -4.2477, 3.9659], [-4.2575, -4.4070, 4.7096], [-5.0449, -5.8695, 4.2215], [-7.0297, -5.1754, 5.9420], [-5.6003, -5.8379, 6.5166], [-6.1480, -4.7135, 8.5185], [-5.7859, -3.0601, 8.5661], [-8.5102, -4.1148, 7.4543], [-8.0900, -2.4741, 7.3551], [-8.2414, -3.3091, 8.9064], [-2.8358, -5.1044, -4.7837], [-1.6228, -4.4213, -4.1598], [-1.5736, -4.7021, -2.7399], [-0.5534, -3.9541, -2.0718], [-0.7436, -4.1234, -0.6166], [-3.8298, -4.8159, -4.4419], [-2.9346, -5.0767, -5.8689], [-2.7672, -6.1544, -4.4994], [-0.7460, -4.8522, -4.6431], [-1.7312, -3.3552, -4.3590], [0.3690, -4.3917, -2.4538], [-0.6392, -2.9178, -2.3985], [-1.4364, -3.3466, -0.2929], [0.1853, -3.9302, -0.0801], [-1.0314, -5.1175, -0.2745], [8.4971, 4.3342, 2.5254], [7.6044, 3.6377, 1.4991], [7.7156, 2.2362, 1.7095], [6.8880, 1.4308, 0.8848], [7.2942, -0.0005, 1.1236], [8.3921, 5.4189, 2.5038], [8.2538, 3.9769, 3.5261], [9.5158, 4.0989, 2.2173], [6.5493, 3.9031, 1.5663], [8.0408, 3.8880, 0.5321], [5.8723, 1.4585, 1.2794], [6.8516, 1.6882, -0.1738], [8.2146, -0.3444, 0.6518], [6.5398, -0.6857, 0.7369], [7.3741, -0.0545, 2.2093], [2.4062, 3.3115, -5.3503], [3.4742, 2.2565, -5.6105], [3.1011, 1.4826, -6.7058], [4.0359, 0.4371, -6.9803], [3.5741, -0.4277, -8.0807], [2.6641, 3.8801, -4.4568], [2.3301, 3.9774, -6.2099], [1.4484, 2.8096, -5.2134], [4.4226, 2.7531, -5.8154], [3.5193, 1.6422, -4.7111], [5.0248, 0.8805, -7.0960], [4.1415, -0.2512, -6.1418], [3.6776, -0.0190, -9.0859], [2.5249, -0.7151, -8.0115], [4.2205, -1.3053, -8.0742], [0.8887, -2.0328, 5.2076], [-0.6212, -2.3214, 5.3279], [-0.7491, -3.1096, 6.5191], [-2.0766, -3.2258, 6.9483], [-1.9241, -3.5610, 8.4221], [1.3584, -1.5813, 6.0815], [1.3276, -3.0075, 4.9946], [1.1379, -1.3331, 4.4099], [-1.1956, -1.3974, 5.3948], [-1.0114, -2.9155, 4.5015], [-2.7088, -2.3464, 6.8251], [-2.6030, -4.0296, 6.4336], [-1.3832, -4.4981, 8.5544], [-2.8832, -3.6763, 8.9269], [-1.3239, -2.8084, 8.9334], [1.1655, 0.6705, -1.9743], [0.8924, 1.0935, -0.4963], [0.3290, -0.0098, 0.1943], [-0.3093, 0.3380, 1.4290], [-0.8016, -1.0286, 1.9908], [1.2492, 1.5453, -2.6192], [2.0318, 0.0254, -2.1208], [0.3506, 0.0461, -2.3406], [1.7387, 1.5500, 0.0171], [0.1342, 1.8766, -0.4933], [0.4477, 0.7095, 2.1196], [-1.0961, 1.0888, 1.5023], [-1.3773, -1.5757, 1.2442], [-1.4230, -0.9708, 2.8844], [0.0841, -1.6500, 2.1233], [-4.7105, -4.5730, -0.9480], [-5.7815, -3.9906, 0.0259], [-6.3988, -5.1472, 0.6389], [-3.8324, -3.6125, -1.4772], [-5.1159, -5.2770, -1.6747], [-3.9873, -5.1983, -0.4245], [-6.5985, -3.4686, -0.4723], [-5.3171, -3.3134, 0.7427], [-7.2069, -4.8889, 1.0882], [-3.1598, -4.0410, -2.0117], [-2.7146, -0.1605, -2.6806], [-2.5101, -0.3417, -1.1248], [-3.6086, -1.0404, -0.4661], [-2.7405, -1.4418, -3.2796], [-1.8395, 0.4013, -3.0071], [-3.6139, 0.3547, -3.0184], [-2.3615, 0.6311, -0.6561], [-1.5392, -0.8288, -1.0342], [-3.4148, -1.9805, -0.4862], [-3.4461, -1.8838, -2.8017]], "forces_ev_per_a": [[-0.13, -0.49, 1.17], [0.03, -0.60, -1.58], [1.65, 0.47, -0.60], [0.05, -0.35, 0.73], [-0.66, -0.34, -0.19], [-0.39, -0.19, 0.29], [-0.37, -0.45, 0.20], [0.44, 0.57, -0.48], [-0.07, 0.94, 0.49], [-0.09, 0.62, -0.03], [-0.58, 0.06, 0.15], [-0.29, 0.34, 0.29], [-0.11, -0.20, -0.30], [-0.03, 0.09, 0.16], [0.57, -0.46, -0.22], [-0.62, 0.32, 0.00], [-0.57, -0.49, -0.18], [0.67, 0.57, -0.66], [-0.38, 0.79, -1.36], [-0.14, -0.51, 1.09], [0.30, -0.32, -0.28], [0.38, 0.05, 0.15], [0.27, 0.19, 0.16], [0.08, 0.10, 0.21], [0.21, -0.31, 0.42], [-0.19, 0.08, 0.44], [-0.01, -0.25, 0.07], [0.22, -0.14, -0.22], [-0.12, -0.21, -0.31], [-0.16, 0.12, 0.52], [-0.02, -0.72, -0.16], [-0.46, 0.18, 0.12], [-0.62, -0.10, -0.65], [-0.34, -0.49, -0.36], [1.07, -0.81, 0.83], [-0.05, 0.12, 0.08], [-0.10, 0.12, 0.21], [0.04, 0.07, -0.15], [0.21, 0.29, 0.17], [-0.16, 0.40, -0.24], [0.01, 0.28, -0.11], [0.46, 0.35, 0.08], [-0.30, 0.19, -0.09], [0.06, -0.12, -0.06], [0.18, 0.21, 0.29], [0.95, -0.23, 0.89], [-0.78, 1.73, -0.80], [0.01, -0.16, 0.99], [-0.17, -2.24, -2.30], [0.09, 0.50, 0.43], [0.23, -0.38, -0.23], [-0.43, 0.08, 0.17], [0.07, 0.03, -0.13], [-0.16, -0.28, -0.70], [-0.02, -0.26, 0.75], [0.14, 0.66, -0.39], [0.20, 0.62, 0.59], [0.58, 0.21, 0.04], [-0.20, 0.26, 0.59], [-0.55, -0.64, 0.08], [-0.14, -0.22, -0.75], [0.19, -0.42, 1.03], [0.02, -0.73, 0.62], [1.66, 0.55, 0.57], [-0.77, 1.01, 0.28], [0.03, 0.09, -0.24], [-0.12, 0.24, -0.38], [-0.14, -0.34, -0.38], [-0.27, 0.16, 0.15], [0.20, 0.28, -0.06], [-0.20, -0.25, 0.05], [-0.21, 0.24, -0.85], [0.20, -0.22, -0.31], [-0.16, 0.10, 0.30], [-0.33, -0.39, -0.05], [0.78, 0.28, -0.49], [-0.38, -0.84, 0.88], [-0.06, -0.22, 0.36], [-0.49, 1.41, 0.09], [0.90, 0.35, -1.23], [-0.37, 0.28, 0.15], [0.02, 0.01, 0.04], [-0.11, 0.18, -0.12], [0.32, -0.21, 0.37], [0.18, 0.19, -0.62], [-0.74, -0.39, 0.05], [0.42, -0.31, 0.05], [0.23, 0.08, 0.30], [-0.49, -0.59, 0.53], [-0.24, -0.12, -0.34], [0.55, 0.24, -0.47], [-2.71, -0.06, 1.92], [1.67, -0.55, -1.82], [0.01, -0.26, 0.57], [0.42, 0.66, 0.06], [-0.23, 0.68, 0.60], [-0.18, -0.64, 0.19], [0.09, 0.28, -0.16], [0.40, 0.84, 0.25], [0.02, -0.81, -0.72], [0.28, 0.02, 0.28], [-0.40, 0.05, -0.19], [-0.27, -0.28, -0.46], [-0.08, 0.19, 0.10], [0.35, -0.35, -0.10], [0.03, 0.03, 0.26], [0.03, -0.62, -0.26], [0.14, -0.63, -0.41], [0.16, 1.24, 1.22], [-0.34, 0.16, -0.48], [0.47, -0.15, 0.16], [-0.12, -0.21, -0.21], [-0.20, 0.15, -0.13], [-0.09, -0.38, -0.25], [0.32, 0.34, 0.48], [-0.70, -0.04, -0.07], [0.40, 0.00, -0.13], [0.01, -0.14, 0.03], [-0.06, -0.06, -0.12], [-0.08, 0.28, -0.21], [1.06, -1.06, 0.37], [-1.41, 0.76, -0.08], [0.99, -0.65, 0.51], [-1.16, 0.05, 0.12], [0.50, 0.56, -0.19], [0.08, -0.23, 0.04], [-0.06, 0.28, -0.06], [-0.01, 0.20, 0.06], [0.51, -0.50, -0.65], [0.01, 0.38, -0.47], [-0.22, 0.06, -0.33], [0.16, 0.50, 0.16], [-0.31, -0.14, 0.34], [-0.13, -0.25, -0.07], [0.13, 0.05, 0.22], [-0.26, -0.73, -0.24], [1.38, 0.14, 0.95], [-1.20, 0.78, -1.35], [1.02, -0.21, 2.07], [-0.04, -0.14, -0.60], [-0.15, 0.00, -0.35], [0.20, 0.51, -0.03], [-0.16, -0.09, 0.36], [-0.06, -0.57, -0.19], [0.24, 0.32, -0.14], [-0.24, -0.75, 0.03], [-0.44, 0.63, 0.16], [0.02, -0.14, -0.45], [-0.31, 0.48, -0.01], [-0.06, -0.30, -0.21], [-0.01, 0.42, -1.22], [0.00, -1.23, 0.71], [0.45, 1.21, 1.04], [-0.69, 0.87, -0.54], [-0.23, -0.71, 0.48], [-0.22, -0.23, -0.25], [0.08, -0.07, 0.69], [-0.34, -0.01, -0.07], [-0.33, 0.12, -0.85], [0.47, -0.24, 0.36], [-0.39, -0.48, -0.21], [-0.04, 0.35, -0.26], [0.41, -0.49, -0.24], [0.72, 0.24, 0.13], [0.17, 0.30, 0.20], [-0.41, -1.16, 0.55], [-0.97, -0.13, -0.19], [-0.99, 0.35, -1.02], [-0.06, -0.95, -1.45], [0.49, 0.69, 1.24], [0.19, 0.59, 0.45], [0.66, 0.26, -0.04], [-0.03, -0.27, -0.18], [0.34, 0.26, 0.06], [0.53, 0.20, 0.31], [0.53, 0.23, 0.20], [0.20, 0.22, 0.15], [-0.27, -0.37, 0.35], [0.17, 0.19, -0.01], [-0.31, 0.00, -0.41], [-0.42, -0.28, -0.36], [0.46, -0.30, 0.36], [0.31, 0.20, -0.43], [-0.16, -0.48, 0.55], [0.14, -0.30, -0.15], [-0.15, -0.01, -0.10], [0.29, -0.01, 0.00], [0.12, -0.05, 0.53], [-0.11, 0.36, -0.09], [-0.48, 0.06, -0.48], [-0.44, 0.52, -0.15], [0.30, 0.41, -0.08], [0.28, 0.45, 0.13], [-0.30, 0.00, 0.27], [0.07, -0.60, -0.03], [0.21, -0.33, -0.39], [-0.64, 0.65, 0.45], [-0.02, -0.74, -0.61], [-0.21, 0.56, 1.13], [0.12, -0.40, -1.65], [-0.08, 0.06, 0.01], [-0.08, 0.12, 0.06], [-0.08, 0.11, 0.11], [0.40, -0.06, 0.20], [0.49, -0.25, 0.18], [0.22, 0.05, -0.52], [-0.17, 0.26, 0.65], [0.09, 0.42, 0.00], [0.10, -0.15, 0.46], [-0.26, -0.27, 0.01], [-0.50, -0.28, -0.63], [1.15, -0.13, 0.85], [-0.10, 1.14, -1.02], [0.00, -0.80, 1.28], [-0.34, -0.31, 0.32], [-0.43, -0.33, 0.37], [0.47, 0.18, 0.03], [-0.25, -0.19, -0.38], [-0.21, 0.10, 0.20], [0.16, 0.11, -0.41], [0.32, 0.49, -0.17], [-0.03, -0.24, -0.23], [0.00, -0.09, -0.18], [-0.09, 0.11, 0.01], [-0.17, 0.19, -0.07], [-0.06, -0.08, 0.88], [-0.75, -0.20, -1.11], [-0.28, 0.66, 0.28], [0.58, -2.01, 1.28], [0.32, 0.36, -0.84], [0.13, -0.05, 0.02], [0.35, 0.24, 0.32], [-0.36, 0.28, 0.13], [0.46, -0.36, 0.07], [-0.22, 0.32, -0.26], [0.20, 0.16, 0.05], [-0.22, 0.19, -1.19], [-0.25, 0.28, -0.15], [0.29, 0.18, 0.12], [-0.03, -0.04, 0.50], [0.66, -0.78, 1.14], [-0.09, -1.13, -0.71], [0.74, 0.20, -0.01], [-1.08, 1.67, -0.51], [-0.56, 0.51, -0.40], [-0.66, -0.55, 1.03], [0.39, 0.36, -0.44], [0.11, -0.09, 0.16], [0.04, 0.17, -0.03], [0.61, -0.53, -0.26], [0.17, -0.22, 1.50], [-0.96, 0.25, -1.10], [1.15, 1.19, -0.47], [0.39, -0.09, -0.21], [0.02, -0.06, -0.35], [-0.06, 0.44, 0.56], [-0.38, 0.12, 0.08], [-0.18, -0.47, 0.23], [-0.09, -0.38, -0.26], [-0.32, -0.56, 0.03]], "largest_force_ev_per_a": 3.3, "total_energy_ha": -4198.4540, "charge": 0, "homo_lumo_gap_ev": 9.935, "e_homo_ev": -9.4, "multiplicity": 1, "lumo_energy_ev": 0.57}